P:
{
  "formula": "C4H12O3",
  "method": "ωB97M-V/def2-TZVPD",
  "species": ["O", "C", "C", "C", "C", "H", "H", "H", "H", "H", "H", "H", "H", "H", "H", "O", "H", "H", "O"],
  "xyz": [[2.10774, 1.97941, -1.80656], [1.70931, 1.21446, -0.82763], [0.75949, 0.08601, -1.13834], [0.10995, -0.63457, 0.05714], [-1.28098, -1.14190, -0.27701], [1.90510, 1.57596, 0.20419], [-0.01273, 0.47599, -1.83345], [1.29575, -0.65963, -1.76301], [0.74056, -1.50707, 0.29418], [0.12867, -0.04098, 0.97993], [-1.81249, -1.62871, 0.55206], [-1.21018, -1.79436, -1.14193], [-1.94241, -0.31981, -0.53091], [4.05807, 3.29492, 2.82581], [5.19491, 3.14041, 1.85167], [5.00735, 3.43168, 2.75242], [-5.95045, -1.98008, 0.43477], [-5.00358, -3.01588, -0.26316], [-5.80407, -2.47586, -0.37017]],
  "e_homo_ev": [0.3, -3.0],
  "gap_ha": [0.08904, 0.21076],
  "s_squared": 0.75,
  "charge": -1,
  "multiplicity": 2
}

---

Q:
{
  "formula": "C4H12O3",
  "method": "ωB97M-V/def2-TZVPD",
  "species": ["C", "C", "C", "C", "O", "H", "H", "H", "H", "H", "H", "H", "H", "H", "H", "O", "H", "H", "O"],
  "xyz": [[0.03232, -1.35745, -0.24453], [-1.41583, -0.87950, -0.23693], [-1.74560, -0.18678, -1.57153], [-2.36068, -2.05449, 0.00371], [0.99760, -0.56872, -0.61673], [0.18441, -2.33861, 0.23030], [-1.52716, -0.14460, 0.57949], [-2.83537, -0.03889, -1.64804], [-1.19893, 0.74238, -1.68382], [-1.45524, -0.85715, -2.38284], [-3.40226, -1.70727, -0.01207], [-2.22436, -2.82983, -0.74490], [-2.16854, -2.46897, 0.99048], [1.78185, 4.41131, 0.52634], [2.76145, 3.38456, 0.00926], [2.62254, 4.34168, 0.06073], [1.21725, -0.15038, 1.25730], [2.30683, -0.51615, 2.25591], [1.45931, -0.06746, 2.20954]],
  "e_homo_ev": [-0.3, -3.7],
  "gap_ha": [0.14756, 0.27026],
  "s_squared": 0.75,
  "charge": -1,
  "multiplicity": 2
}

---

Q comes first in stability; the runner-up is 20.4 kcal/mol higher.

---

P:
{
  "formula": "CHClO2S",
  "method": "ωB97M-V/def2-TZVPD",
  "species": ["C", "O", "O", "S", "Cl", "H"],
  "xyz": [[-0.72500, 0.38270, -0.63848], [0.56145, 0.13888, -0.34818], [-1.27812, 0.23590, -1.68165], [1.28136, 0.25438, 1.25131], [1.50461, -1.74538, 1.09470], [-1.34430, 0.73353, 0.32229]],
  "e_homo_ev": -10.2,
  "gap_ha": 0.33310,
  "charge": 0,
  "smiles": "O=COSCl"
}

---

Q:
{
  "formula": "CHClO2S",
  "method": "ωB97M-V/def2-TZVPD",
  "species": ["C", "O", "O", "S", "Cl", "H"],
  "xyz": [[-0.47317, 0.71354, 3.70886], [-0.90055, -0.15732, 4.25256], [-1.42396, -0.61500, -1.18040], [-1.99140, 0.94805, -1.40400], [-0.66446, 1.81770, -2.49773], [-1.74537, -1.04170, -1.99107]],
  "e_homo_ev": -9.1,
  "gap_ha": 0.35186,
  "charge": 0
}

---

Q comes first in stability; the runner-up is 9.0 kcal/mol higher.

---

P:
{
  "formula": "C5H9N2O",
  "method": "ωB97M-V/def2-TZVPD",
  "species": ["C", "C", "C", "C", "C", "N", "N", "O", "H", "H", "H", "H", "H", "H", "H", "H", "H"],
  "xyz": [[0.27800, 1.63242, -1.55422], [0.48987, 0.54670, -2.25995], [0.22854, 1.17921, -0.15021], [0.35129, -0.21374, -0.23852], [0.44993, -1.31566, 0.78766], [-0.02590, 1.99821, 0.94027], [-1.00183, -1.90349, 1.10842], [0.48565, -0.56272, -1.58006], [0.30026, 2.66224, -2.01754], [0.38277, 0.53705, -3.32240], [1.06994, -2.11938, 0.41405], [0.69179, -1.09372, 1.82515], [0.46702, 1.94041, 1.81409], [-0.15931, 2.98414, 0.72692], [-0.82254, -2.83390, 1.42747], [-1.63603, -2.08560, 0.26358], [-1.54944, -1.35217, 1.81528]],
  "e_homo_ev": [-8.4, -13.1],
  "gap_ha": [0.19170, 0.26201],
  "s_squared": 2.02,
  "charge": 1,
  "multiplicity": 3
}

---

Q:
{
  "formula": "C5H9N2O",
  "method": "ωB97M-V/def2-TZVPD",
  "species": ["C", "C", "C", "C", "C", "N", "N", "O", "H", "H", "H", "H", "H", "H", "H", "H", "H"],
  "xyz": [[-3.21186, -0.77171, 0.08857], [4.13794, -0.19713, -0.01676], [1.72348, -0.27473, -0.27330], [-0.21315, 0.99287, 0.50015], [-2.40971, 0.54417, -0.06309], [2.96537, -0.48620, -0.20147], [1.19279, 0.86076, 0.16675], [-0.98946, 0.28388, -0.28041], [-3.49278, -0.90806, 1.12394], [-4.16271, -0.80854, -0.52317], [4.68054, -0.15331, -1.00273], [4.55885, -0.45265, 0.96988], [1.00295, -1.06911, -0.53872], [-2.50674, -1.54117, -0.44399], [-2.80713, 1.18590, -0.90315], [-2.37176, 1.18534, 0.92597], [1.90338, 1.60970, 0.47156]],
  "e_homo_ev": [-10.5, -14.3],
  "gap_ha": [0.19999, 0.22006],
  "s_squared": 2.05,
  "charge": 1,
  "multiplicity": 3
}

---

P comes first in stability; the runner-up is 69.3 kcal/mol higher.

---

P:
{
  "formula": "C5H7ClO",
  "method": "ωB97M-V/def2-TZVPD",
  "species": ["C", "C", "C", "C", "C", "H", "H", "H", "H", "H", "H", "H", "O", "Cl"],
  "xyz": [[0.92537, -0.41337, 0.39832], [0.62084, 1.00644, 0.67909], [0.18254, 1.48818, -0.64150], [-0.44865, -0.71446, -0.36280], [-1.42133, -1.77866, -0.15592], [1.14679, -1.06703, 1.35375], [-0.55712, 0.70756, 1.22678], [1.43949, 1.61751, 1.31229], [-0.46978, 2.30390, -0.54256], [0.78790, 1.77811, -1.62159], [-1.22428, -2.68848, 0.48652], [-2.44595, -1.83984, -0.68210], [-0.85178, 0.41648, -0.87065], [2.31596, -0.81633, -0.57964]],
  "e_homo_ev": -8.3,
  "gap_ha": 0.33309,
  "charge": 0,
  "smiles": "C=C1OCC[C@@H]1Cl"
}

---

Q:
{
  "formula": "C5H7ClO",
  "method": "ωB97M-V/def2-TZVPD",
  "species": ["C", "C", "C", "C", "C", "O", "Cl", "H", "H", "H", "H", "H", "H", "H"],
  "xyz": [[-0.02012, -0.85830, -1.64565], [-0.69222, 0.04891, -0.92169], [-0.59245, 2.03848, 0.36247], [-0.16800, 0.79537, 0.26255], [0.79623, -1.18608, 1.16634], [0.64056, 0.23540, 1.20326], [0.17186, 3.17520, 1.59723], [-0.58801, -1.22474, -2.50486], [1.06404, -1.24257, -1.60277], [-1.70227, 0.42803, -1.11672], [-1.32778, 2.44478, -0.24410], [1.54864, -1.61016, 0.45370], [-0.18215, -1.60835, 0.76288], [1.05167, -1.43596, 2.22735]],
  "e_homo_ev": -8.6,
  "gap_ha": 0.34566,
  "charge": 0,
  "smiles": "C=C/C(=C/Cl)OC"
}

---

Q comes first in stability; the runner-up is 27.0 kcal/mol higher.

---

P:
{
  "formula": "C5H12S",
  "method": "ωB97M-V/def2-TZVPD",
  "species": ["C", "C", "C", "C", "C", "S", "H", "H", "H", "H", "H", "H", "H", "H", "H", "H", "H", "H"],
  "xyz": [[-1.14276, 1.52109, 1.78761], [-0.00755, -1.94232, 0.42301], [1.45493, -2.09723, 0.69902], [-0.56509, 1.27723, -1.87690], [0.33340, 0.48490, -1.06163], [-0.80551, -0.56035, -0.04621], [-1.41193, 2.50802, 1.59436], [-1.81799, 0.99997, 2.44873], [-0.65304, -2.79693, 0.55917], [1.81256, -3.08589, 0.78002], [1.95493, -1.56135, -0.20281], [1.58917, -1.59739, 1.68705], [-1.02057, 0.74239, -2.73460], [-1.40616, 1.74549, -1.31430], [-0.07867, 2.00752, -2.58218], [0.99983, 1.14629, -0.49676], [0.83223, -0.16458, -1.70626], [-0.06777, 1.37315, 2.04268]],
  "e_homo_ev": [-7.9, -6.6],
  "gap_ha": [0.31746, 0.26408],
  "charge": 0
}

---

Q:
{
  "formula": "C5H12S",
  "method": "ωB97M-V/def2-TZVPD",
  "species": ["C", "C", "S", "H", "H", "H", "H", "H", "H", "C", "C", "C", "H", "H", "H", "H", "H", "H"],
  "xyz": [[-0.20387, -0.62241, -5.35525], [0.78423, -1.29840, -4.39280], [0.02175, -1.23160, -2.73906], [-0.19751, 0.46577, -5.26003], [-1.22918, -0.99233, -5.15292], [-0.06379, -1.00578, -6.37610], [0.82226, -2.39191, -4.63847], [1.74911, -0.82056, -4.53696], [1.04657, -1.26367, -1.91712], [0.12829, 1.51057, 3.60402], [-0.33952, 0.35100, 4.43689], [-0.82504, 0.68645, 5.63460], [-0.64321, 2.28854, 3.69227], [1.06642, 1.87141, 4.03154], [0.31296, 1.52174, 2.52077], [-0.37675, -0.71127, 4.13934], [-1.08937, -0.07457, 6.36579], [-0.96333, 1.71699, 5.94350]],
  "e_homo_ev": -9.0,
  "gap_ha": 0.36141,
  "charge": 0,
  "smiles": "C=CC.CCS"
}

---

Q comes first in stability; the runner-up is 68.8 kcal/mol higher.

---

P:
{
  "formula": "C5H6N2O2",
  "method": "ωB97M-V/def2-TZVPD",
  "species": ["C", "C", "C", "C", "C", "H", "H", "H", "H", "H", "H", "N", "N", "O", "O"],
  "xyz": [[1.83059, -0.02143, -0.06197], [-1.02876, -0.00614, 0.43626], [-0.26858, 1.19434, -0.19168], [-2.39656, -0.11151, -0.00384], [-3.59701, 0.02314, -0.16335], [1.16672, -1.44626, -1.35471], [0.03105, -1.60763, 1.13163], [-1.09345, 0.18608, 1.50785], [-0.41626, 1.11713, -1.27430], [-0.65414, 2.16261, 0.13626], [-4.60860, 0.03382, -0.50444], [0.96441, -1.07022, -0.40574], [-0.23544, -1.27836, 0.22142], [3.02964, -0.03923, 0.08313], [1.12459, 1.22972, 0.11130]],
  "e_homo_ev": -10.0,
  "gap_ha": 0.39202,
  "charge": 0,
  "smiles": "C#C[C@@H]1COC(=O)NN1"
}

---

Q:
{
  "formula": "C5H6N2O2",
  "method": "ωB97M-V/def2-TZVPD",
  "species": ["C", "N", "C", "C", "C", "C", "N", "O", "O", "H", "H", "H", "H", "H", "H"],
  "xyz": [[-0.29692, -1.44496, 0.69793], [-0.49337, 1.02050, 1.41609], [0.79446, 0.72658, 1.55126], [0.95361, 1.38704, -1.31450], [0.12441, 0.44549, -0.95039], [0.07074, 0.00617, 0.47933], [-0.78781, -0.16859, -1.86718], [1.79614, 0.94313, 2.15302], [1.63805, 2.27309, -1.64640], [-1.30195, 1.04068, 2.00995], [-0.79920, 0.32706, -2.75028], [-0.54634, -1.14074, -2.03908], [0.41984, -2.09011, 0.19385], [-0.27885, -1.67954, 1.76037], [-1.29281, -1.64581, 0.30604]],
  "e_homo_ev": -8.4,
  "gap_ha": 0.32700,
  "charge": 0,
  "smiles": "C[C@@]1(C(N)=C=O)NC1=O"
}

---

R:
{
  "formula": "C5H6N2O2",
  "method": "ωB97M-V/def2-TZVPD",
  "species": ["C", "C", "C", "C", "C", "N", "N", "O", "O", "H", "H", "H", "H", "H", "H"],
  "xyz": [[-1.95866, -1.11105, 0.37421], [-0.59556, -0.98565, 0.36859], [-1.50240, 1.09250, 0.12036], [2.20708, 0.56984, -0.46988], [1.17806, 1.05775, 0.44387], [-2.48717, 0.13160, 0.16452], [-0.33914, 0.37447, 0.35365], [-1.62030, 2.28992, -0.01125], [2.25241, 0.30750, 0.96292], [-2.70314, -1.86793, 0.43693], [0.28868, -1.59845, 0.40603], [2.09592, -0.28616, -0.97715], [3.02840, 1.09936, -0.96724], [0.89903, 2.11029, 0.81370], [-3.39591, 0.55120, 0.34339]],
  "e_homo_ev": -7.9,
  "gap_ha": 0.32353,
  "charge": 0,
  "smiles": "O=c1[nH]ccn1[C@@H]1CO1"
}

---

S:
{
  "formula": "C5H6N2O2",
  "method": "ωB97M-V/def2-TZVPD",
  "species": ["C", "C", "C", "C", "C", "H", "H", "H", "H", "H", "H", "N", "N", "O", "O"],
  "xyz": [[0.22644, 1.58416, 0.31285], [0.65647, 0.37042, -0.54977], [1.14809, -0.89732, 0.19518], [0.25993, -1.43609, 1.04894], [-0.69396, 0.06555, -1.31447], [0.57474, 1.58307, 1.33011], [-0.96164, 1.79658, 0.19447], [0.69637, 2.51930, -0.10501], [1.37872, -1.79607, -0.39254], [0.47689, -1.70035, 2.11534], [-2.45443, -0.61712, -0.58627], [-0.97005, -1.25793, 0.79133], [-1.35636, -0.81694, -0.39351], [2.13535, 0.19772, -0.26764], [-1.11655, 0.40501, -2.37900]],
  "e_homo_ev": -9.6,
  "gap_ha": 0.36314,
  "charge": 0,
  "smiles": "C[C@@]12O[C@H]1C=NNC2=O"
}

---

R comes first in stability; the runner-up is 7.1 kcal/mol higher.

---

P:
{
  "formula": "H4N3OPS",
  "method": "ωB97M-V/def2-TZVPD",
  "species": ["N", "N", "N", "O", "P", "S", "H", "H", "H", "H"],
  "xyz": [[1.21274, 0.64034, 0.20167], [-0.14323, 0.09935, -1.55793], [-1.51287, -0.14948, 0.78973], [0.29891, -2.02099, 0.08880], [-0.07635, -0.61897, 0.01214], [0.59189, 1.60603, -1.10588], [1.58906, 1.05298, 1.02651], [0.98115, -0.77967, -2.03651], [-1.48189, 0.84783, 0.91431], [-1.45942, -0.67742, 1.66715]],
  "e_homo_ev": -8.6,
  "gap_ha": 0.31787,
  "charge": 0
}

---

Q:
{
  "formula": "H4N3OPS",
  "method": "ωB97M-V/def2-TZVPD",
  "species": ["N", "N", "N", "O", "P", "S", "H", "H", "H", "H"],
  "xyz": [[-2.68367, 0.30447, -0.74928], [-0.40707, 0.05854, -1.55529], [-0.68951, -2.43366, -2.66226], [0.59212, -0.38106, 2.41140], [-0.55867, -1.60986, -1.32581], [-1.43121, 1.12154, -1.23873], [-3.43624, 0.88766, -0.41643], [0.65348, -0.11590, 1.49584], [1.50982, -0.13890, 2.66941], [-0.37111, -2.01887, -3.54797]],
  "e_homo_ev": [-9.6, -9.6],
  "gap_ha": [0.30624, 0.30626],
  "charge": 0
}

---

P comes first in stability; the runner-up is 20.8 kcal/mol higher.

---

P:
{
  "formula": "C2H5N2S2",
  "method": "ωB97M-V/def2-TZVPD",
  "species": ["C", "C", "N", "N", "S", "S", "H", "H", "H", "H", "H"],
  "xyz": [[-0.33873, 0.77687, -0.29959], [0.88980, -1.25553, -0.84672], [0.69364, -0.02995, -0.44482], [0.06351, -2.27468, -0.58927], [-0.86680, 2.17061, 0.48304], [0.24260, 3.24831, 1.85284], [-1.34139, 0.52929, -0.85355], [1.86377, -1.44757, -1.13537], [-0.85101, -1.88018, -0.23070], [-0.55671, 3.30259, 3.02757], [0.20130, -3.13976, -0.96344]],
  "e_homo_ev": -13.7,
  "gap_ha": 0.30644,
  "charge": 1,
  "smiles": "[NH2+]=C/N=C/SS"
}

---

Q:
{
  "formula": "C2H5N2S2",
  "method": "ωB97M-V/def2-TZVPD",
  "species": ["C", "C", "N", "N", "S", "S", "H", "H", "H", "H", "H"],
  "xyz": [[-0.42386, 0.91130, -0.03739], [-1.17510, -1.47326, 0.06183], [-0.11373, -0.37688, -0.07610], [0.48195, 1.92326, -0.25922], [-2.10362, 1.31750, 0.09542], [-2.80065, -0.58630, -0.09466], [-1.06680, -2.16802, -0.90450], [-1.07882, -2.16482, 1.01609], [0.79733, -0.79075, -0.21712], [1.41899, 1.76850, 0.12994], [0.22189, 2.93050, 0.05016]],
  "e_homo_ev": -13.1,
  "gap_ha": 0.33181,
  "charge": 1,
  "smiles": "[NH2+]=C1NCSS1"
}

---

Q comes first in stability; the runner-up is 32.7 kcal/mol higher.